The following is a DFT calculation (ωB97M-V/def2-TZVPD) of a molecular structure, C31H31N11O2STi.

Each line ends with the Löwdin spin population.
CARTESIAN COORDINATES (ANGSTROEM)
1 Ti 0.18819 1.25185 0.63860  0.94
2 C -3.06563 -2.07871 2.99290  0.00
3 C -3.03096 -2.90482 1.87013  0.00
4 C -1.88649 -2.95107 1.11100  0.00
5 C -0.78275 -2.16363 1.47839  0.00
6 N -0.84328 -1.31286 2.50414  0.00
7 C -1.96102 -1.29953 3.24527  0.00
8 N 0.40856 -2.43658 0.83092  0.00
9 C 1.38589 -1.68687 0.52074  0.00
10 N 1.54861 -0.28962 0.54400  0.00
11 C 2.79206 0.01001 0.01965  0.01
12 N 3.37864 1.13714 -0.19454  0.00
13 C 2.94098 2.41361 0.04920  0.00
14 C 3.83251 3.42453 -0.35439  0.00
15 C 3.53659 4.74199 -0.12589  0.00
16 C 2.33852 5.06390 0.51729  0.00
17 C 1.49996 4.03869 0.85867  0.00
18 N 1.76341 2.73355 0.62662  0.01
19 C 3.47747 -1.24519 -0.34761  0.00
20 C 4.72055 -1.47151 -0.90904  0.00
21 C 5.07044 -2.79159 -1.16009  0.00
22 C 4.19839 -3.83962 -0.85912  0.00
23 C 2.95047 -3.59916 -0.29756  0.00
24 C 2.61543 -2.28157 -0.04951  0.00
25 H -3.92627 -2.03981 3.64543  0.00
26 H -3.88074 -3.52445 1.61423  0.00
27 H -1.78844 -3.60969 0.25963  0.00
28 H -1.95585 -0.62542 4.09745  0.00
29 H 4.74653 3.11320 -0.83672  0.00
30 H 4.22085 5.52058 -0.43552  0.00
31 H 2.06402 6.08579 0.73301  0.00
32 H 0.55814 4.24678 1.34733  0.00
33 H 5.38276 -0.64836 -1.14003  0.00
34 H 6.03462 -3.01666 -1.59644  0.00
35 H 4.50483 -4.85640 -1.06707  0.00
36 H 2.26378 -4.40036 -0.05990  0.00
37 N 0.35129 -3.28619 -5.78446  0.00
38 C 0.04981 -2.31370 -4.88238  0.00
39 C -1.05068 -1.46624 -5.08725  0.00
40 C -1.35939 -0.48430 -4.17284  0.00
41 C -0.56853 -0.33111 -3.03979  0.00
42 C 0.52715 -1.16104 -2.81968  0.00
43 C 0.83557 -2.14380 -3.72916  0.00
44 S -0.97824 0.88061 -1.87402  0.00
45 O 0.31078 1.50030 -1.40993  0.00
46 O -1.94670 1.77589 -2.42789  0.00
47 N -1.39927 0.28599 -0.44672  0.00
48 C -2.73731 -0.07505 -0.29450  0.00
49 N -3.30064 -0.77210 -1.28273  0.00
50 C -4.57735 -1.08994 -1.12651  0.00
51 C -5.29977 -0.74153 0.00583  0.00
52 C -4.62082 -0.00750 0.95614  0.00
53 N -3.34351 0.34523 0.81340  0.00
54 H -0.17449 -3.38195 -6.63254  0.00
55 H 1.16194 -3.86383 -5.66723  0.00
56 H -1.65930 -1.58792 -5.97439  0.00
57 H -2.20856 0.16719 -4.32423  0.00
58 H 1.14652 -1.02589 -1.94515  0.00
59 H 1.69211 -2.78559 -3.56129  0.00
60 H -5.03489 -1.64866 -1.93559  0.00
61 H -6.33720 -1.01389 0.12811  0.00
62 H -5.11072 0.32244 1.86586  0.00
63 N -1.48244 2.63392 1.35089  0.01
64 C -1.85980 2.47145 2.77327  0.00
65 C -0.81994 3.03965 3.72428  0.00
66 C 0.55017 2.33234 3.72419  0.00
67 N 0.61691 1.15786 2.83070  0.00
68 H -1.44220 3.62322 1.12163  0.00
69 H -2.25370 2.24434 0.80723  0.00
70 H -2.01789 1.40575 2.93468  0.00
71 H -2.81761 2.96024 2.96441  0.00
72 H -1.24599 3.00671 4.72748  0.00
73 H -0.68114 4.10154 3.50258  0.00
74 H 0.80800 2.03261 4.74092  0.00
75 H 1.32801 3.02082 3.39774  0.00
76 H 0.07522 0.35133 3.15292  0.00
77 H 1.57379 0.81264 2.82485  0.00

- HOMO (alpha / beta): -10.36 / -10.37 eV
- Frontier orbital gap (alpha / beta): 7.3 / 7.3 eV
- ⟨S²⟩: 0.752
- 2S+1: 2
- Electronic energy: -87086.590 eV
- Total charge: +1